The following is a quantum chemistry calculation of a molecular structure, CH7NSi2 in a non-equilibrium geometry, from the OMol25 dataset.

Calculated values
Energy relative to the best compared isomer or geometry (same formula, charge and spin) in eV: 0.089
HOMO in eV: -7.987
Lowest unoccupied orbital energy in hartree: 0.007
Max |F| in eV Å⁻¹: 2.898

Atoms and positions in Å:
C (0.040, 1.337, -0.180)
N (0.250, -0.104, -0.279)
Si (-0.774, -1.083, 0.868)
Si (1.275, -1.038, -1.304)
H (0.782, 2.001, -0.733)
H (-0.907, 1.673, -0.773)
H (0.051, 1.537, 0.867)
H (-2.376, -0.863, 0.850)
H (-0.337, -2.467, 0.520)
H (-0.219, -0.917, 2.132)
H (2.216, -0.077, -1.969)